No. 1
Below is a molecular structure, C38H42BF2GeOPtS3Si at a distorted geometry, with properties calculated with ωB97M-V/def2-TZVPD.

Calculated values
energy relative to the best compared isomer or geometry (same formula, charge and spin): 34.7 kcal/mol
frontier orbital gap (alpha / beta): 6.102 / 6.423 eV
<S²>: 0.755
spin multiplicity: 2
HOMO (alpha / beta): -6.470 / -7.018 eV

XYZ file:
```
90
C38H42BF2GeOPtS3Si ωB97M-V/def2-TZVPD
Pt 1.305 -0.008 -0.346
C 1.180 -2.208 -4.332
C 1.404 -1.843 -2.887
S 0.674 -0.346 -2.370
C 2.094 -2.602 -2.013
C 2.692 -3.922 -2.431
S 2.386 -2.096 -0.378
H 0.550 -1.468 -4.825
H 0.673 -3.171 -4.421
H 2.122 -2.272 -4.883
H 3.070 -3.875 -3.453
H 1.939 -4.713 -2.396
H 3.512 -4.209 -1.774
C 0.132 -1.938 4.959
C 1.096 -1.188 4.053
S 0.395 -0.917 2.421
O 1.427 0.035 1.795
C -1.018 0.117 2.812
C -0.690 1.380 3.586
H 0.648 -2.245 5.868
H -0.253 -2.835 4.473
H -0.714 -1.316 5.249
H 2.001 -1.764 3.854
H 1.392 -0.216 4.447
H -1.737 -0.540 3.309
H -1.431 0.346 1.830
H -0.414 1.173 4.621
H -1.569 2.024 3.601
H 0.120 1.928 3.105
F -0.611 2.177 0.530
B 0.219 1.748 -0.440
F 0.230 2.559 -1.506
C -3.164 -3.064 2.137
C -2.120 -3.207 1.232
C -1.981 -2.309 0.182
C -2.888 -1.261 0.012
C -3.925 -1.120 0.937
C -4.065 -2.015 1.990
Ge -2.672 -0.009 -1.477
C -4.050 1.372 -1.424
C -4.084 2.285 -0.367
C -5.047 3.282 -0.320
C -5.984 3.391 -1.339
C -5.952 2.500 -2.403
C -4.991 1.499 -2.446
C -2.709 -0.965 -3.177
C -2.400 -0.286 -4.358
C -2.368 -0.953 -5.574
C -2.629 -2.316 -5.625
C -2.926 -3.006 -4.459
C -2.964 -2.334 -3.244
H -3.279 -3.768 2.952
H -1.411 -4.019 1.341
H -1.151 -2.423 -0.510
H -4.644 -0.316 0.824
H -4.884 -1.901 2.689
H -3.340 2.227 0.420
H -5.060 3.982 0.506
H -6.732 4.172 -1.307
H -6.678 2.585 -3.202
H -4.979 0.808 -3.281
H -2.174 0.774 -4.329
H -2.131 -0.411 -6.481
H -2.597 -2.840 -6.573
H -3.129 -4.069 -4.494
H -3.201 -2.885 -2.340
C 2.077 5.087 2.598
C 1.922 5.181 1.222
C 2.249 4.102 0.414
C 2.729 2.910 0.961
C 2.885 2.836 2.348
C 2.564 3.914 3.160
Si 3.169 1.461 -0.146
C 4.691 0.611 0.545
C 4.686 -0.274 1.626
C 5.863 -0.839 2.091
C 7.073 -0.535 1.482
C 7.098 0.340 0.407
C 5.917 0.907 -0.053
H 1.829 5.929 3.231
H 1.550 6.095 0.779
H 2.121 4.188 -0.660
H 3.273 1.928 2.796
H 2.697 3.843 4.233
H 3.525 2.004 -1.474
H 3.748 -0.534 2.098
H 5.837 -1.529 2.926
H 7.991 -0.983 1.840
H 8.037 0.579 -0.077
H 5.953 1.586 -0.898
```

---

No. 2
Below is C23H32N4O5 in the gas phase at a distorted geometry, with properties calculated with ωB97M-V/def2-TZVPD.

Calculated values
energy relative to the best compared isomer or geometry (same formula, charge and spin): 46.2 kcal/mol
frontier orbital gap: 8.583 eV
HOMO: -7.923 eV
SMILES: CCCCn1c(=O)[nH]c(=O)c2c1nc(-c1ccc(OCCC)c(OCC)c1)n2CCOC

XYZ file:
```
64
C23H32N4O5 ωB97M-V/def2-TZVPD
C 0.197 6.954 -0.928
C 0.179 5.598 -0.232
C -0.977 4.705 -0.683
C -0.922 4.325 -2.163
N 0.307 3.629 -2.494
C 1.264 4.236 -3.271
O 1.129 5.341 -3.748
N 2.417 3.501 -3.491
C 2.768 2.224 -3.053
O 3.843 1.733 -3.340
C 1.710 1.672 -2.267
C 0.538 2.375 -2.011
N -0.299 1.637 -1.258
C 0.332 0.488 -1.049
C -0.258 -0.596 -0.280
C -0.910 -0.310 0.912
C -1.470 -1.330 1.657
C -1.412 -2.657 1.243
O -1.921 -3.695 1.972
C -2.601 -3.425 3.181
C -3.088 -4.758 3.740
C -3.840 -4.570 5.050
C -0.795 -2.950 0.009
O -0.656 -4.175 -0.565
C -1.446 -5.281 -0.160
C -1.236 -6.380 -1.192
C -0.229 -1.914 -0.724
N 1.550 0.453 -1.644
C 2.606 -0.512 -1.488
C 3.685 0.027 -0.547
O 3.090 0.275 0.707
C 3.983 0.827 1.638
H 0.427 6.846 -1.985
H -0.767 7.448 -0.827
H 0.957 7.593 -0.484
H 0.090 5.748 0.847
H 1.127 5.086 -0.413
H -0.972 3.783 -0.098
H -1.924 5.217 -0.505
H -1.757 3.658 -2.394
H -0.965 5.209 -2.801
H 3.105 3.972 -4.068
H -0.964 0.709 1.256
H -1.953 -1.082 2.588
H -1.924 -2.942 3.899
H -3.456 -2.759 2.998
H -3.735 -5.232 3.000
H -2.225 -5.408 3.893
H -4.710 -3.933 4.904
H -3.199 -4.109 5.798
H -4.178 -5.530 5.432
H -2.503 -4.996 -0.118
H -1.137 -5.628 0.832
H -1.551 -6.036 -2.174
H -0.184 -6.646 -1.240
H -1.814 -7.258 -0.918
H 0.202 -2.174 -1.678
H 2.186 -1.422 -1.061
H 3.056 -0.712 -2.463
H 4.118 0.949 -0.960
H 4.489 -0.718 -0.454
H 3.419 0.982 2.555
H 4.383 1.786 1.286
H 4.823 0.149 1.834
```

---

| no. | calculated total energy (Ha) |
| --- | --- |
| 1 | -5453.46571 |
| 2 | -1490.90599 |